[1]
# C28H46BrN3P2RuS

C28H46BrN3P2RuS as an isolated structure (wB97M-V/def2-TZVPD, the Open Molecules 2025 dataset).

Positions of all 82 atoms, in Å:
1 C 2.9418 5.0777 -1.4195
2 C 1.8317 4.3829 -1.9276
3 C 1.8095 4.1482 -3.3248
4 C 2.8411 4.6525 -4.1333
5 N 3.8290 5.3636 -3.6002
6 C 3.9123 5.5880 -2.2936
7 C 0.7296 4.0278 -1.1071
8 C -0.2930 3.7919 -0.4865
9 C -1.2583 2.9433 0.0586
10 C -0.9676 2.3870 1.2856
11 C -1.7909 1.2626 1.6803
12 C -2.6297 0.6745 0.6471
13 C -3.2029 1.4818 -0.3713
14 C -2.4356 2.6036 -0.7118
15 Ru -1.2960 -0.9101 0.9041
16 P 0.7234 -0.7324 0.0957
17 H 0.9636 3.6181 -3.7588
18 H 3.0096 5.2421 -0.3548
19 H 2.8324 4.4714 -5.2203
20 H 4.7455 6.1827 -1.8995
21 H -2.7311 3.2884 -1.5373
22 H -0.1203 2.6938 1.9012
23 H -4.1248 1.2075 -0.9161
24 H -2.0694 1.1464 2.7378
25 C 1.6371 -2.3238 0.1022
26 C 2.9084 -2.4363 -0.7376
27 H 0.9065 -3.0821 -0.2008
28 H 1.8393 -2.5335 1.1597
29 H 3.3509 -3.4315 -0.6047
30 H 2.7283 -2.2970 -1.8075
31 H 3.6829 -1.7316 -0.4328
32 C 1.0166 -0.0961 -1.6258
33 C 2.4074 0.4824 -1.9545
34 H 0.2522 0.6720 -1.8279
35 H 0.7971 -0.9321 -2.3036
36 H 2.4761 0.7584 -3.0190
37 H 2.6219 1.3917 -1.3731
38 H 3.2104 -0.2475 -1.7790
39 C 1.8611 0.4018 1.0514
40 C 3.3709 0.1087 1.0143
41 H 1.4976 0.3693 2.0905
42 H 1.6584 1.4227 0.6860
43 H 3.9134 0.8394 1.6326
44 H 3.6315 -0.8883 1.3964
45 H 3.8111 0.2141 0.0143
46 Br -3.9767 -1.1257 1.5695
47 P -2.0271 -2.1357 -1.5700
48 C -0.8283 -2.8729 -2.7182
49 C -1.2878 -4.1275 -3.4577
50 H 0.0812 -3.0829 -2.1350
51 H -0.5633 -2.0875 -3.4361
52 H -0.4656 -4.4689 -4.0983
53 H -1.5360 -4.9501 -2.7769
54 H -2.1560 -3.9248 -4.0976
55 C -3.2094 -3.4554 -1.1320
56 C -4.5283 -3.3880 -1.8761
57 H -3.3756 -3.3898 -0.0416
58 H -2.6953 -4.4027 -1.3320
59 H -5.2578 -4.0202 -1.3596
60 H -4.9448 -2.3786 -1.9162
61 H -4.4440 -3.7589 -2.9043
62 C -2.8517 -0.7355 -2.4250
63 C -3.2078 -0.8996 -3.9006
64 H -2.1569 0.1163 -2.3083
65 H -3.7360 -0.4808 -1.8198
66 H -3.5924 0.0627 -4.2623
67 H -2.3335 -1.1533 -4.5123
68 H -3.9871 -1.6580 -4.0560
69 C 2.0248 -0.4516 5.5391
70 N 1.1803 -1.2554 4.6667
71 C 0.1197 -0.7794 4.0004
72 S -0.6086 -1.9249 2.8843
73 N -0.3530 0.4398 4.3818
74 C -0.8436 0.6541 5.7379
75 H 2.3803 0.4557 5.0321
76 H 2.8954 -1.0389 5.8453
77 H 1.4770 -0.1348 6.4348
78 H 1.4983 -2.1845 4.4108
79 H -0.5541 1.1746 3.6851
80 H -0.1669 1.3011 6.3035
81 H -1.8363 1.1126 5.7351
82 H -0.9264 -0.3083 6.2567

⟨S²⟩   6.050
Gap between HOMO and LUMO (spin up / spin down)   7.04 / 5.48 eV
E_tot   -5006.87640 hartree
Charge   +4
Energy above the lowest of the compared OMol25 structures with the same formula, charge and spin   24.31 kcal/mol
Lowest unoccupied orbital energy (spin up / spin down)   -12.17 / -14.23 eV
Multiplicity   5
Highest occupied orbital energy (spin up / spin down)   -19.212 / -19.719 eV



[2]
# C28H46IN2O20PS

A 7-piece molecular cluster, C28H46IN2O20PS overall (wB97M-V/def2-TZVPD, the Open Molecules 2025 dataset).

Positions of all 99 atoms, in Å:
1 C -2.5652 -3.6129 -0.2402
2 C -1.6746 -2.4113 0.1183
3 I -2.2600 -1.6188 2.0426
4 C -0.1860 -2.7647 0.2704
5 N 0.3295 -3.5035 -0.9064
6 N 1.5117 -4.2668 -0.6585
7 C 0.5867 -2.6206 -1.9904
8 O 1.4678 -1.7900 -1.9996
9 O -0.2896 -2.6951 -3.0161
10 P -0.8056 -4.1434 -3.6530
11 S 0.4478 -4.9231 -4.8754
12 H -1.9460 -4.4565 -0.5389
13 H -3.2270 -3.3699 -1.0748
14 H -3.1919 -3.9239 0.5963
15 H -1.8160 -1.5802 -0.5725
16 H 0.3822 -1.8315 0.3906
17 H -0.0474 -3.3985 1.1461
18 H 1.3711 -4.8124 0.1787
19 H 2.3192 -3.6562 -0.5602
20 H -2.0123 -3.7115 -4.1832
21 H -1.1531 -4.9700 -2.5925
22 C 0.8196 1.4056 -1.5915
23 C 0.9475 2.1816 -0.3111
24 C 2.3581 2.4902 0.1393
25 O 2.1876 2.6256 1.5588
26 C 1.1301 1.8602 1.9195
27 O 0.8326 1.6096 3.0418
28 O 0.4686 1.4234 0.8243
29 H -0.2231 1.1551 -1.7865
30 H 1.1908 2.0053 -2.4234
31 H 1.3837 0.4755 -1.5445
32 H 0.3541 3.0996 -0.3551
33 H 2.7710 3.4044 -0.2772
34 H 3.0368 1.6553 -0.0496
35 C -6.2652 -3.4136 3.8331
36 C -5.7117 -4.8090 3.9369
37 C -4.2736 -4.9180 4.3899
38 O -3.8728 -6.1639 3.8025
39 C -4.6211 -6.3491 2.6867
40 O -4.4186 -7.1801 1.8665
41 O -5.6261 -5.4403 2.6433
42 H -7.2697 -3.4299 3.4127
43 H -6.3109 -2.9572 4.8219
44 H -5.6392 -2.7982 3.1855
45 H -6.3553 -5.4347 4.5625
46 H -4.1474 -4.9477 5.4687
47 H -3.6512 -4.1281 3.9643
48 C -2.7807 -3.7290 -8.6419
49 C -2.4115 -4.7560 -7.6095
50 C -2.9699 -6.1455 -7.8290
51 O -3.0242 -6.6628 -6.4883
52 C -3.1684 -5.6154 -5.6576
53 O -3.4002 -5.6966 -4.4900
54 O -2.9987 -4.4517 -6.3178
55 H -2.4123 -2.7496 -8.3485
56 H -2.3284 -3.9905 -9.5980
57 H -3.8643 -3.6703 -8.7621
58 H -1.3294 -4.7875 -7.4663
59 H -2.3482 -6.7819 -8.4517
60 H -3.9887 -6.1195 -8.2233
61 C 1.1052 4.7843 4.2223
62 C 2.0541 4.7977 5.3853
63 C 2.4309 3.4408 5.9326
64 O 2.7719 3.7642 7.2945
65 C 2.0642 4.8597 7.6455
66 O 1.9827 5.2909 8.7505
67 O 1.4666 5.4037 6.5608
68 H 0.8106 5.7982 3.9509
69 H 1.5864 4.3179 3.3651
70 H 0.1977 4.2303 4.4646
71 H 2.9488 5.3758 5.1378
72 H 3.2741 2.9774 5.4299
73 H 1.5827 2.7537 5.9393
74 C 2.8293 0.9465 -6.7603
75 C 1.6020 0.1308 -6.4569
76 C 1.7733 -0.9855 -5.4516
77 O 0.7386 -1.8954 -5.8486
78 C 0.5231 -1.7240 -7.1672
79 O -0.1404 -2.4366 -7.8502
80 O 1.1670 -0.6177 -7.6120
81 H 2.6290 1.6614 -7.5570
82 H 3.1390 1.4963 -5.8715
83 H 3.6489 0.3047 -7.0842
84 H 0.7709 0.7792 -6.1620
85 H 1.6333 -0.6893 -4.4154
86 H 2.7344 -1.4939 -5.5609
87 C 3.0759 10.4496 6.5450
88 C 3.6399 9.0561 6.5018
89 C 5.0797 8.9042 6.9420
90 O 5.4828 7.7288 6.2227
91 C 4.7346 7.6614 5.0991
92 O 4.9271 6.9023 4.2041
93 O 3.7294 8.5636 5.1446
94 H 2.0716 10.4688 6.1249
95 H 3.0255 10.7967 7.5767
96 H 3.6951 11.1370 5.9674
97 H 2.9997 8.3628 7.0552
98 H 5.2051 8.7524 8.0100
99 H 5.6987 9.7408 6.6089

Gap between HOMO and LUMO   9.00 eV
E_tot   -3746.18501 hartree
Charge   0
Lowest unoccupied orbital energy   0.16 eV
Highest occupied orbital energy   -8.834 eV



[3]
# C28H46N6O3S3

C28H46N6O3S3 as an isolated structure (wB97M-V/def2-TZVPD, the Open Molecules 2025 dataset).

Positions of all 86 atoms, in Å:
1 C -0.5337 2.8714 0.2151
2 S -0.4672 4.6749 0.5209
3 O 0.3278 4.7318 1.8390
4 C 0.7754 5.1177 -0.8665
5 H -0.8377 2.5632 -0.7853
6 H -1.3047 2.5178 0.8996
7 H 0.4586 2.4775 0.4350
8 H 0.7481 6.1586 -1.1885
9 H 0.4856 4.5509 -1.7513
10 H 1.7669 4.8285 -0.5181
11 C -0.1260 -1.8663 3.2993
12 S -1.6250 -0.9029 2.8060
13 O -2.5901 -1.9494 2.2644
14 C -2.2517 -0.3905 4.4945
15 H 0.1667 -2.5333 2.4884
16 H -0.1203 -2.4504 4.2195
17 H 0.7447 -1.2121 3.2549
18 H -1.6560 0.3939 4.9614
19 H -2.2481 -1.2522 5.1620
20 H -3.2282 0.0641 4.3273
21 C -1.8593 4.1631 3.3087
22 S -1.2368 2.5799 4.1211
23 O -2.5039 1.7590 4.1228
24 C -0.1439 1.7975 2.7960
25 H -2.7706 3.9805 2.7391
26 H -1.1009 4.4534 2.5817
27 H -2.0553 5.0296 3.9403
28 H 0.3262 0.9144 3.2288
29 H 0.5518 2.5522 2.4294
30 H -0.7863 1.4364 1.9929
31 C -0.7624 0.7780 -3.7079
32 C -0.4816 1.9924 -2.9303
33 N -0.1994 2.9551 -2.3565
34 H -0.4437 1.0940 -4.7012
35 H -1.8379 0.6081 -3.6581
36 H -0.3809 -0.1697 -3.3279
37 N 0.1620 -3.8960 0.3063
38 C -0.5545 -4.2025 -0.8106
39 C -1.8544 -4.5502 -0.4554
40 C -1.9278 -4.4026 0.9488
41 C -0.6679 -4.0207 1.3855
42 H 1.1187 -3.5741 0.2716
43 H -0.0765 -4.1262 -1.7761
44 H -2.6599 -4.8067 -1.1275
45 H -2.7245 -4.5722 1.6579
46 H -0.3370 -3.7856 2.3864
47 N 3.2672 0.3301 1.4182
48 C 3.7755 -0.9209 1.4523
49 C 2.7953 -1.8704 1.3065
50 C 1.5567 -1.1447 1.2768
51 C 1.9323 0.1965 1.2236
52 H 3.7173 1.2192 1.5823
53 H 4.8356 -1.0875 1.5740
54 H 3.0352 -2.9233 1.3251
55 H 0.5574 -1.5477 1.2033
56 H 1.3060 1.0607 1.0583
57 N -0.4807 -2.2949 -5.0587
58 C -0.6093 -2.8464 -3.8154
59 C -1.0175 -4.1475 -3.9741
60 C -1.2280 -4.3190 -5.3597
61 C -0.7686 -3.2272 -6.0117
62 H -0.2249 -1.3375 -5.2538
63 H -0.3221 -2.2859 -2.9381
64 H -1.0926 -4.9443 -3.2488
65 H -1.4787 -5.2670 -5.8122
66 H -0.5976 -2.9542 -7.0426
67 N 3.6870 2.8269 -0.3511
68 C 2.9490 1.6870 -0.6322
69 C 1.8350 2.0180 -1.4986
70 C 2.1550 3.3519 -1.8925
71 C 3.1887 3.8568 -1.1268
72 H 4.5103 2.7793 0.2319
73 H 3.1903 0.7613 -0.1310
74 H 1.0758 1.3459 -1.8706
75 H 1.6540 3.9440 -2.6441
76 H 3.6195 4.8430 -1.0362
77 N -1.3458 -1.6653 0.5139
78 C -0.7449 -0.4098 0.6923
79 C -0.5630 0.1755 -0.5988
80 C -0.9132 -0.8897 -1.5379
81 C -1.4406 -1.9061 -0.8501
82 H -1.7956 -2.1171 1.2972
83 H -0.6441 0.0502 1.6642
84 H -0.1286 1.1452 -0.7925
85 H -0.8121 -0.9668 -2.6104
86 H -1.7134 -2.8990 -1.1757

Gap between HOMO and LUMO   7.54 eV
E_tot   -2842.53131 hartree
Charge   0
Energy above the lowest of the compared OMol25 structures with the same formula, charge and spin   334.74 kcal/mol
Lowest unoccupied orbital energy   0.30 eV
Highest occupied orbital energy   -7.238 eV



[4]
# C28H46N7O12

A 8-piece molecular cluster, C28H46N7O12 overall (wB97M-V/def2-TZVPD, the Open Molecules 2025 dataset).

Positions of all 93 atoms, in Å:
1 C -0.5702 0.9477 0.8478
2 O 0.4532 0.9646 1.6128
3 O -1.7293 0.4471 1.2417
4 O -0.3915 1.1568 -0.4499
5 H -1.4508 0.0396 2.1291
6 C 0.0627 -4.1040 3.2318
7 C 0.6611 -4.3965 4.5699
8 C 1.5318 -3.2893 5.2608
9 C 1.7678 -1.9360 4.5762
10 C 1.0318 -1.7269 3.2319
11 C 0.2505 -2.9158 2.5869
12 N 2.6812 -0.9983 5.1230
13 O 3.3157 -1.2194 6.2845
14 O 2.9546 -0.0796 4.4190
15 H -0.5064 -4.9678 2.7381
16 H 0.5566 -5.2883 4.9127
17 H 2.1101 -3.4274 6.2391
18 H 1.1406 -0.8517 2.7806
19 H -0.2615 -2.6535 1.8021
20 C 2.1604 -1.6663 -0.1969
21 C 2.1445 -3.0430 -0.9045
22 C 3.2841 -3.9081 -0.4538
23 C 4.1971 -3.6265 0.7707
24 C 4.1924 -2.1706 1.3944
25 C 3.1331 -1.2504 0.7625
26 N 5.0085 -4.6376 1.2569
27 O 5.0085 -5.7943 0.7931
28 O 5.7016 -4.2989 2.1326
29 H 1.3160 -0.9894 -0.3530
30 H 1.4325 -3.1451 -1.6373
31 H 3.3199 -4.8165 -0.9485
32 H 4.7800 -1.8256 2.2494
33 H 3.0394 -0.2630 1.1240
34 C -2.3983 -2.9196 -3.5380
35 O -2.4953 -1.9098 -4.2955
36 N -1.7442 -2.8246 -2.4495
37 C -1.5016 -3.9904 -1.5753
38 C -1.2356 -1.4537 -1.9571
39 H -2.6604 -3.9590 -3.7823
40 H -1.2643 -4.9049 -2.2353
41 H -2.2511 -4.3288 -0.9769
42 H -0.6165 -3.7515 -0.9402
43 H -0.6000 -0.8740 -2.6762
44 H -0.4072 -1.5791 -1.0779
45 H -2.0320 -0.8740 -1.8155
46 C 0.1721 6.0427 -1.9257
47 O -0.1675 7.0467 -2.4585
48 N 0.7479 5.0185 -2.5363
49 C 1.2554 3.9395 -1.7709
50 C 1.2090 5.0219 -3.9884
51 H 0.0429 5.7136 -0.9209
52 H 2.3129 3.6883 -1.7951
53 H 0.6961 3.1136 -1.7347
54 H 1.3557 4.1889 -0.7746
55 H 0.2780 5.3498 -4.6217
56 H 1.5704 4.0712 -4.0911
57 H 1.8797 5.8370 -3.7983
58 C -7.0776 -1.8958 0.7865
59 O -7.5813 -3.0442 0.6085
60 N -5.9368 -1.4361 0.3366
61 C -5.4309 -0.1042 0.6625
62 C -4.9823 -2.4114 -0.3565
63 H -7.5457 -1.3960 1.4075
64 H -4.4221 0.0960 0.0935
65 H -5.0146 -0.2911 1.7180
66 H -6.4529 0.5220 0.5615
67 H -3.9483 -2.3385 -0.2028
68 H -5.2867 -2.3364 -1.4931
69 H -5.0507 -3.4345 -0.1003
70 C 5.8381 3.1999 0.7885
71 O 5.2797 3.7558 -0.1878
72 N 4.9909 2.5426 1.6406
73 C 5.4997 1.6140 2.6286
74 C 3.4967 2.8024 1.5656
75 H 6.9291 3.0846 0.6997
76 H 4.8083 1.4635 3.4707
77 H 6.4561 1.5523 2.8499
78 H 5.2496 0.4682 2.2132
79 H 2.8785 2.1576 2.2427
80 H 2.9948 2.6795 0.6161
81 H 3.2627 3.9072 1.9428
82 C -3.1663 4.3593 -3.9570
83 O -3.8329 4.7128 -4.9254
84 N -3.6165 3.4151 -3.0869
85 C -2.8157 2.8132 -2.0757
86 C -4.8682 2.7685 -3.1742
87 H -2.0125 4.7040 -3.7220
88 H -2.4354 1.6259 -2.2424
89 H -3.1535 3.0129 -1.1546
90 H -1.8200 3.3840 -2.1516
91 H -5.2771 2.8337 -4.1373
92 H -5.4665 3.3860 -2.4853
93 H -4.9619 1.8987 -2.7721

Gap between HOMO and LUMO   6.35 eV
E_tot   -2380.07606 hartree
Charge   -1
Energy above the lowest of the compared OMol25 structures with the same formula, charge and spin   24.78 kcal/mol
Lowest unoccupied orbital energy   0.35 eV
Highest occupied orbital energy   -5.995 eV